(1)
C3H3Cl2O2 | ωB97M-V with the def2-TZVPD basis set

Each atom is followed by the atoms it is bonded to, with distances in Å.
CARTESIAN COORDINATES (ANGSTROEM)
1 C -1.369 1.633 -1.540  C2 1.435, O4 1.326, O5 1.204
2 C -1.565 0.539 -0.633  C1 1.435, O4 1.463, H8 1.017, H9 1.190
3 C 1.321 -1.412 -0.145  Cl6 1.831, Cl7 1.844, H10 1.027
4 O -1.999 0.575 -2.030  C1 1.326, C2 1.463
5 O -1.009 2.749 -1.813  C1 1.204
6 Cl 2.305 -2.387 -1.342  C3 1.831
7 Cl 1.158 -2.409 1.399  C3 1.844
8 H -2.256 0.685 0.099  C2 1.017
9 H -0.537 -0.040 -0.479  C2 1.190
10 H 1.993 -0.776 0.302  C3 1.027

Results
- total charge = -1
- maximum force (eV/A) = 5.46
- lowest unoccupied orbital energy (eV) = 3.50

How positive or negative is each atom? The Mulliken charges in e answer that:
1 C 0.58
2 C 0.09
3 C -0.59
4 O -0.37
5 O -0.56
6 Cl -0.30
7 Cl -0.33
8 H 0.26
9 H 0.09
10 H 0.12

(2)
C2H9N2S | ωB97M-V with the def2-TZVPD basis set

Each atom is followed by the atoms it is bonded to, with distances in Å.
CARTESIAN COORDINATES (ANGSTROEM)
1 C 0.621 1.256 -1.955  S5 1.860, H6 1.184, H7 1.085, H8 1.123
2 C -0.581 -0.937 1.093  N3 1.286, N4 1.331, H9 1.145
3 N 0.349 -1.657 0.572  C2 1.286, H10 1.039, H11 0.990
4 N -0.335 -0.383 2.278  C2 1.331, H12 0.993, H14 0.998
5 S -0.733 1.135 -0.686  C1 1.860, H13 1.459
6 H 0.889 2.378 -2.223  C1 1.184
7 H 0.468 0.745 -2.900  C1 1.085
8 H 1.472 0.730 -1.446  C1 1.123
9 H -1.684 -1.102 0.835  C2 1.145
10 H 1.315 -1.380 0.837  N3 1.039
11 H 0.347 -2.054 -0.335  N3 0.990
12 H 0.632 -0.421 2.504  N4 0.993
13 H -1.783 1.707 -1.521  S5 1.459
14 H -0.978 -0.016 2.947  N4 0.998

Results
- total charge = +1
- maximum force (eV/A) = 4.92
- lowest unoccupied orbital energy (eV) = -3.80

How positive or negative is each atom? The Mulliken charges in e answer that:
1 C -0.73
2 C 0.07
3 N -0.33
4 N -0.26
5 S -0.17
6 H 0.31
7 H 0.32
8 H 0.21
9 H 0.41
10 H 0.27
11 H 0.29
12 H 0.17
13 H 0.21
14 H 0.24

(3)
C18H33FO9 | ωB97M-V with the def2-TZVPD basis set

Each atom is followed by the atoms it is bonded to, with distances in Å.
CARTESIAN COORDINATES (ANGSTROEM)
1 C 9.648 4.681 -0.128  C2 1.572, H11 1.110, H12 1.111, H13 1.104
2 C 8.757 3.498 0.398  C1 1.572, C3 1.534, H14 1.111, H15 1.107
3 C 7.253 3.798 0.420  C2 1.534, C4 1.340, C9 1.533
4 C 6.649 4.414 1.445  C3 1.340, F5 1.314, C6 1.546
5 F 7.158 4.871 2.568  C4 1.314
6 C 5.154 4.457 1.057  C4 1.546, O7 1.171, O8 1.375
7 O 4.299 4.536 1.853  C6 1.171
8 O 5.083 4.324 -0.310  C6 1.375, C9 1.422
9 C 6.169 3.457 -0.609  C3 1.533, O8 1.422, O10 1.154
10 O 6.166 2.652 -1.436  C9 1.154
11 H 10.151 4.331 -1.055  C1 1.110
12 H 10.461 4.844 0.611  C1 1.111
13 H 9.102 5.625 -0.297  C1 1.104
14 H 8.906 2.583 -0.214  C2 1.111
15 H 9.054 3.251 1.435  C2 1.107
16 C 1.790 3.831 0.986  O17 1.416, H25 1.087, H26 1.090, H27 1.093
17 O 1.044 2.879 0.250  C16 1.416, C18 1.419
18 C 1.794 1.708 -0.031  O17 1.419, C19 1.518, H28 1.096, H29 1.098
19 C 0.878 0.507 -0.178  C18 1.518, O20 1.426, H30 1.093, H31 1.091
20 O 0.417 -0.018 1.064  C19 1.426, C21 1.426
21 C -0.552 0.756 1.767  O20 1.426, C22 1.517, H32 1.091, H33 1.093
22 C -1.928 0.729 1.131  C21 1.517, O23 1.420, H34 1.098, H35 1.096
23 O -1.971 1.582 -0.004  C22 1.420, C24 1.412
24 C -2.950 1.184 -0.940  O23 1.412, H36 1.096, H37 1.090, H38 1.096
25 H 2.638 4.182 0.403  C16 1.087
26 H 1.136 4.675 1.207  C16 1.090
27 H 2.133 3.404 1.932  C16 1.093
28 H 2.519 1.513 0.768  C18 1.096
29 H 2.331 1.875 -0.974  C18 1.098
30 H 1.460 -0.301 -0.631  C19 1.093
31 H 0.047 0.712 -0.853  C19 1.091
32 H -0.199 1.776 1.928  C21 1.091
33 H -0.630 0.288 2.752  C21 1.093
34 H -2.672 1.097 1.850  C22 1.098
35 H -2.178 -0.301 0.850  C22 1.096
36 H -2.774 0.155 -1.273  C24 1.096
37 H -2.875 1.840 -1.807  C24 1.090
38 H -3.954 1.271 -0.510  C24 1.096
39 C -6.622 -4.368 -3.122  O40 1.412, H48 1.096, H49 1.089, H50 1.096
40 O -5.827 -3.794 -2.108  C39 1.412, C41 1.421
41 C -6.596 -3.354 -0.997  O40 1.421, C42 1.518, H51 1.096, H52 1.098
42 C -5.770 -3.386 0.275  C41 1.518, O43 1.425, H53 1.093, H54 1.091
43 O -5.618 -4.691 0.827  C42 1.425, C44 1.426
44 C -4.755 -5.586 0.130  O43 1.426, C45 1.517, H55 1.091, H56 1.093
45 C -3.283 -5.245 0.272  C44 1.517, O46 1.420, H57 1.098, H58 1.096
46 O -2.941 -4.154 -0.570  C45 1.420, C47 1.412
47 C -1.824 -3.434 -0.092  O46 1.412, H59 1.096, H60 1.090, H61 1.095
48 H -7.310 -3.626 -3.543  C39 1.096
49 H -5.959 -4.726 -3.909  C39 1.089
50 H -7.187 -5.223 -2.733  C39 1.096
51 H -7.483 -3.984 -0.868  C41 1.096
52 H -6.913 -2.322 -1.200  C41 1.098
53 H -6.310 -2.816 1.036  C42 1.093
54 H -4.803 -2.898 0.143  C42 1.091
55 H -5.050 -5.682 -0.916  C44 1.091
56 H -4.918 -6.560 0.598  C44 1.093
57 H -2.678 -6.108 -0.038  C45 1.098
58 H -3.064 -5.010 1.319  C45 1.096
59 H -2.010 -3.060 0.921  C47 1.096
60 H -1.667 -2.577 -0.746  C47 1.090
61 H -0.926 -4.061 -0.101  C47 1.095

Results
- maximum force (eV/A) = 3.94
- lowest unoccupied orbital energy (eV) = -0.35
- structure (SMILES) = CCC1=C(F)C(=O)OC1=O.COCCOCCOC.COCCOCCOC

How positive or negative is each atom? The Mulliken charges in e answer that:
1 C -0.97
2 C -0.57
3 C 0.09
4 C 0.67
5 F -0.28
6 C 0.46
7 O -0.46
8 O -0.26
9 C 0.20
10 O -0.44
11 H 0.29
12 H 0.27
13 H 0.34
14 H 0.35
15 H 0.30
16 C -0.64
17 O -0.32
18 C -0.50
19 C -0.37
20 O -0.49
21 C -0.38
22 C -0.18
23 O -0.28
24 C -0.67
25 H 0.23
26 H 0.29
27 H 0.32
28 H 0.29
29 H 0.41
30 H 0.39
31 H 0.17
32 H 0.09
33 H 0.44
34 H 0.43
35 H -0.02
36 H 0.23
37 H 0.24
38 H 0.31
39 C -0.81
40 O -0.23
41 C -0.59
42 C -0.24
43 O -0.48
44 C -0.35
45 C -0.57
46 O -0.28
47 C -0.74
48 H 0.32
49 H 0.23
50 H 0.35
51 H 0.36
52 H 0.40
53 H 0.41
54 H 0.06
55 H 0.14
56 H 0.40
57 H 0.40
58 H 0.35
59 H 0.33
60 H 0.17
61 H 0.38

Per-record energy relative to the best compared isomer or geometry (same formula, charge and spin), kcal/mol: 85.7; 29.0; 101.3
Per-record gap between HOMO and LUMO, eV: 6.48; 9.28; 8.62